[1]
{
  "formula": "C4H10N2O",
  "method": "ωB97M-V/def2-TZVPD",
  "energy_ha": -343.10537,
  "homo_energy_ev": -9.372,
  "smiles": "NCCCNC=O",
  "elements": ["N", "C", "C", "C", "N", "C", "O", "H", "H", "H", "H", "H", "H", "H", "H", "H", "H"],
  "coordinates": [[-2.7698, 0.5059, -0.4006], [-1.6001, 0.0790, 0.3131], [-0.2810, 0.9358, 0.0510], [0.9929, 0.2706, 0.4824], [1.9640, -0.0710, -0.5105], [2.5140, -1.3061, -0.4737], [3.7018, -1.5471, -0.5517], [-3.5336, 0.3009, 0.2542], [-2.9963, 0.0339, -1.3067], [-1.6972, 0.1523, 1.4539], [-1.5780, -1.0267, 0.1421], [-0.3176, 1.0184, -1.0171], [-0.6647, 1.8557, 0.5261], [0.6043, -0.6424, 1.1373], [1.4839, 0.9237, 1.1453], [2.4940, 0.6916, -1.0004], [1.6834, -2.1744, -0.2448]],
  "atomic_forces_ev_per_a": [[-1.70, 0.70, 0.16], [1.39, -1.74, 1.38], [-3.24, -0.99, -0.97], [-1.88, -1.13, 1.87], [-0.01, 0.56, -1.60], [-0.17, -2.11, 1.12], [-0.90, -0.10, -0.67], [-0.03, 0.36, -0.88], [0.78, 0.38, 1.36], [-0.61, 0.02, -1.49], [1.29, 0.52, 0.12], [0.38, 0.68, -0.73], [1.29, 0.08, -0.29], [1.55, 1.39, -1.49], [0.63, 0.69, 1.31], [-0.57, -1.18, 1.19], [1.79, 1.85, -0.40]]
}

***

[2]
{
  "formula": "C20H37Br2F3N3O4",
  "method": "ωB97M-V/def2-TZVPD",
  "energy_ha": -6696.76338,
  "homo_energy_ev": -11.750,
  "total_charge": 1,
  "elements": ["C", "C", "C", "C", "N", "C", "C", "C", "O", "C", "F", "F", "F", "N", "O", "C", "C", "C", "C", "C", "O", "C", "N", "C", "C", "C", "C", "O", "H", "H", "H", "H", "H", "H", "H", "H", "H", "H", "H", "H", "H", "H", "H", "H", "H", "H", "H", "H", "H", "H", "H", "H", "H", "H", "H", "H", "H", "H", "H", "H", "H", "Br", "C", "C", "Br", "H", "H", "H", "H"],
  "coordinates": [[4.5542, -2.7798, -2.9290], [3.7686, -2.2293, -4.1953], [2.1858, -2.3033, -4.0210], [1.6019, -0.9490, -3.4013], [1.0093, -1.2676, -2.0659], [0.0915, -0.2884, -1.6000], [-1.2206, -0.5048, -1.0284], [-1.9996, -1.8152, -0.8041], [-1.2207, -2.7156, 0.0204], [-1.9559, -3.2700, 1.0273], [-3.1178, -3.8512, 0.6149], [-2.2034, -2.3965, 2.0616], [-1.1879, -4.2761, 1.5597], [-1.7919, 0.7190, -0.6486], [-2.9984, 0.8623, -0.0452], [-2.6692, 1.0484, 1.3849], [-3.9473, 1.0374, 2.3028], [-4.2116, 2.4985, 2.8910], [-0.9046, 1.7318, -0.9531], [-1.1502, 3.2404, -0.6491], [-2.5122, 3.5927, -0.5271], [-3.1156, 3.7072, -1.8414], [0.1907, 1.1047, -1.5098], [1.3533, 1.9378, -1.9059], [2.2019, 2.2241, -0.6102], [2.7672, 0.8913, 0.0720], [2.0648, 0.6544, 1.4542], [0.7922, 0.0066, 1.3549], [3.8610, -3.1621, -2.1281], [5.2647, -3.5904, -3.2497], [5.1814, -1.9933, -2.4259], [4.1038, -1.1616, -4.3455], [4.1063, -2.7640, -5.1259], [1.7880, -2.4677, -5.0610], [1.9486, -3.1442, -3.3243], [0.8980, -0.4617, -4.1212], [2.5127, -0.3189, -3.1989], [0.4284, -2.1020, -2.2290], [-2.3780, -2.2894, -1.7529], [-2.9329, -1.5643, -0.2219], [-2.1447, 2.0299, 1.5602], [-1.9139, 0.2588, 1.6480], [-4.8015, 0.6529, 1.6960], [-3.7020, 0.3920, 3.1884], [-3.8673, 2.5463, 3.9519], [-3.7295, 3.2960, 2.2593], [-5.3148, 2.6917, 2.8498], [-0.6504, 3.9084, -1.4004], [-0.6662, 3.4590, 0.3447], [-3.2377, 4.7897, -2.1155], [-4.1151, 3.1998, -1.8070], [-2.4376, 3.2630, -2.6197], [1.9301, 1.5467, -2.7719], [0.9379, 2.9325, -2.2368], [1.5204, 2.7254, 0.1324], [3.0301, 2.9191, -0.9017], [2.6334, 0.0447, -0.6482], [3.8791, 1.0294, 0.1870], [1.8904, 1.6283, 1.9989], [2.7861, 0.0610, 2.0883], [0.8021, -0.8511, 1.8209], [0.7550, -2.9835, 3.3650], [1.2397, -2.3516, 5.1455], [0.2804, -1.2976, 5.6354], [0.6217, 0.4245, 4.7907], [2.2688, -2.0043, 5.0888], [1.1936, -3.2356, 5.7808], [0.4170, -1.1221, 6.7020], [-0.7615, -1.5435, 5.4429]],
  "atomic_forces_ev_per_a": [[0.23, 0.04, -0.01], [0.29, 0.20, 0.53], [0.87, 0.86, -0.57], [1.71, -0.92, -0.27], [-1.60, 1.20, -0.81], [-4.05, 0.63, 1.93], [0.78, -1.17, -0.66], [-0.98, 1.28, 0.30], [-1.05, -0.11, 0.13], [1.12, -1.58, 0.99], [0.99, 1.15, 0.46], [-0.26, -0.78, -1.56], [-0.99, 1.19, -0.75], [3.02, 0.55, -1.75], [0.63, 0.13, 0.89], [0.32, 0.00, 1.66], [1.04, 0.82, -0.12], [-0.71, -0.49, -0.65], [-1.00, -1.76, 0.10], [0.60, 0.29, 0.73], [0.75, -0.51, -1.05], [-0.26, 0.27, -0.29], [0.40, 0.58, -0.69], [0.24, 1.62, 0.78], [0.08, -0.70, -0.41], [-0.22, 1.17, -0.45], [1.05, -0.37, 0.54], [0.33, -0.08, -0.25], [0.64, 0.18, -0.91], [-0.79, 0.67, 0.51], [-0.60, -0.63, -0.61], [-0.59, -0.98, -0.01], [-0.52, 0.34, 1.00], [-0.07, 0.02, 1.27], [0.03, 0.49, -0.81], [0.45, -0.21, 0.73], [-1.13, -0.33, -0.41], [0.43, 0.23, 0.52], [0.88, 0.19, 0.88], [0.89, 0.06, -0.77], [-0.51, -0.85, -0.67], [-0.86, 0.50, -0.25], [0.56, 0.17, 0.74], [-0.54, 0.20, -1.11], [-0.23, 0.16, -0.95], [-0.36, -0.81, 0.72], [0.97, -0.04, 0.30], [-0.24, -0.80, 0.48], [-0.45, -0.22, -0.89], [0.01, -0.93, 0.41], [1.01, 0.44, -0.17], [-0.83, 0.12, 0.63], [-0.59, -0.10, 0.92], [0.37, -1.10, 0.12], [0.77, -0.23, -0.77], [-0.74, -0.49, 0.38], [0.02, 0.41, 0.91], [-1.13, -0.23, 0.21], [0.37, -0.80, -0.67], [-0.90, 0.45, -0.49], [0.16, 0.51, -0.16], [0.24, 0.12, 0.16], [-0.05, -0.16, -0.05], [0.11, 0.18, 0.16], [-0.10, -0.04, -0.01], [-0.12, 0.05, 0.05], [-0.04, 0.06, -0.03], [0.03, -0.06, -0.06], [0.12, -0.05, -0.03]]
}